# 1
Here is a structure of composition C27H24Cl2IrN5O3S2 at a distorted geometry from the Open Molecules 2025 dataset. Energies are from wB97M-V/def2-TZVPD.

Summary:
- energy above the lowest of the compared OMol25 structures with the same formula, charge and spin (kcal/mol) = 74.5
- spin multiplicity = 2
- charge = +1
- E_LUMO (spin up / spin down) (eV) = -5.050 / -5.132

Each line ends with the Mulliken spin population.
Positions of all 64 atoms, in Å:
C (1.136, 1.277, -2.392)  -0.003
C (-3.303, -0.436, 1.395)  0.000
H (-3.462, 2.504, -2.802)  0.003
C (3.598, 1.523, -1.818)  -0.002
H (-4.405, 0.091, -3.104)  0.000
C (1.488, -3.558, -3.559)  0.023
H (5.172, 0.215, 0.872)  0.000
H (2.840, -0.546, 1.290)  0.000
O (-1.146, 3.150, -1.395)  0.030
H (-3.561, 3.693, -0.403)  0.000
N (-0.441, -1.896, -0.862)  0.023
H (-1.795, 3.777, 1.324)  0.000
C (3.089, 0.031, 0.407)  -0.004
C (1.611, -1.165, -3.760)  0.009
C (1.844, 3.691, 2.574)  -0.003
H (-4.998, -0.724, 2.661)  0.000
H (-3.346, 3.513, 2.129)  0.000
N (-2.277, -0.954, 0.725)  0.022
N (0.278, 0.188, -2.268)  0.099
C (-2.076, -2.266, 0.799)  0.010
H (-3.452, 0.630, 1.314)  -0.003
C (4.647, 1.221, -0.960)  0.001
H (2.350, 4.342, 3.275)  0.000
C (0.291, -2.172, -1.987)  0.021
C (-4.161, -1.199, 2.169)  0.001
Ir (-0.383, 0.168, -0.141)  0.530
N (0.518, 2.065, 0.803)  0.015
C (2.344, 1.030, -1.515)  0.001
C (2.001, -2.408, -4.192)  -0.003
H (-2.227, 1.286, -3.191)  0.003
Cl (1.938, -5.118, -4.105)  0.004
H (1.963, -0.282, -4.281)  0.000
H (0.845, 3.480, -0.657)  0.003
S (-2.006, 2.031, -1.005)  0.144
C (-2.987, 1.582, -2.468)  0.016
H (-2.610, -4.151, 1.614)  0.000
C (-2.855, -3.099, 1.583)  0.000
H (-2.225, 2.168, 1.920)  0.001
C (1.375, 2.458, 2.992)  0.000
S (0.058, 0.093, 2.351)  0.028
H (2.040, 5.031, 0.891)  0.001
H (0.268, -4.319, -1.989)  0.000
N (2.098, 0.299, -0.433)  -0.024
C (4.387, 0.465, 0.173)  -0.004
H (-3.474, -0.379, -1.688)  0.000
H (1.515, 2.102, 4.003)  0.001
O (-0.831, -4.046, -0.116)  0.009
C (-3.972, 0.461, -2.176)  -0.002
H (-4.547, -3.184, 2.906)  0.000
Cl (3.100, -2.546, -5.503)  0.001
H (-4.108, 2.095, 0.180)  0.005
C (0.710, 1.670, 2.061)  0.000
C (1.010, 3.232, 0.383)  -0.008
O (0.970, 2.279, -3.026)  0.007
C (-3.260, 2.775, 0.103)  0.033
H (-4.792, 0.803, -1.545)  0.000
H (3.731, 2.133, -2.701)  0.000
C (1.672, 4.081, 1.249)  0.005
C (-1.028, -2.850, -0.086)  0.002
C (-3.918, -2.559, 2.287)  0.000
C (0.639, -3.437, -2.480)  -0.013
H (5.646, 1.583, -1.161)  0.000
C (-2.617, 3.072, 1.450)  0.001
C (0.730, -1.024, -2.676)  0.020

***

# 2
Here is a structure of composition C27H24Cl2N5O2PdSi at a distorted geometry from the Open Molecules 2025 dataset. Energies are from wB97M-V/def2-TZVPD.

Summary:
- charge = -1
- E_LUMO (eV) = 2.310

Each line ends with the Mulliken charge.
Positions of all 62 atoms, in Å:
C (-0.087, -3.789, 3.373)  -0.722
H (-3.357, 3.450, -3.458)  0.369
C (0.834, -4.827, 3.393)  0.173
Cl (0.741, -5.998, 4.677)  -0.246
C (-3.295, 2.119, 3.661)  -0.320
H (1.409, 3.792, 0.526)  0.305
C (-3.090, 0.757, 3.810)  -0.423
C (2.784, 1.011, -1.973)  -1.078
H (-4.048, 2.627, 4.251)  0.399
C (0.682, -1.702, -2.147)  0.523
H (3.147, 3.565, 0.321)  0.397
C (-0.613, -0.879, -4.389)  -0.680
N (0.247, 1.084, -0.347)  0.984
C (-0.032, -2.834, 2.369)  0.135
H (2.150, 0.011, 1.617)  0.174
H (3.493, 1.775, -2.305)  0.502
H (2.055, 0.856, -2.770)  0.198
C (-2.050, 1.445, -1.041)  0.017
H (-2.183, -0.425, -2.995)  0.521
H (3.677, 0.132, 0.756)  0.368
H (-3.634, 0.148, 4.518)  0.488
Pd (-0.383, -0.434, 0.920)  0.696
C (-2.992, 2.064, -1.842)  -0.790
O (-2.206, -1.935, 4.195)  -0.795
C (1.336, -1.802, -3.370)  -0.486
Cl (2.992, -6.174, 2.422)  -0.249
C (1.859, -3.962, 1.389)  -0.515
C (-0.311, 2.614, -2.189)  -0.464
N (0.826, -1.959, 0.281)  -0.008
C (1.803, -4.902, 2.411)  0.065
C (0.676, -1.378, -4.509)  -0.325
H (-2.639, 3.893, 2.620)  0.433
O (2.360, -2.962, -1.113)  -0.798
C (-2.130, 0.144, 3.033)  0.399
N (-1.403, 0.832, 2.128)  0.018
C (-2.618, 2.971, -2.828)  -0.637
C (1.376, -2.246, -0.914)  -0.171
N (-0.860, -1.708, 2.314)  -0.072
H (3.155, 1.456, 1.802)  0.422
H (2.142, 3.949, -1.073)  0.385
H (-4.040, 1.819, -1.701)  0.373
C (2.172, 3.382, -0.142)  -1.394
H (-2.377, 0.706, -0.319)  0.436
C (-0.662, 1.703, -1.162)  0.309
C (2.807, 0.703, 1.091)  -1.151
H (-0.966, 2.622, 1.247)  0.533
H (-1.165, -0.531, -5.253)  0.409
H (2.622, -4.044, 0.636)  0.720
C (-2.519, 2.827, 2.756)  -0.973
C (-1.747, -1.318, 3.237)  0.140
C (-1.262, 3.225, -2.989)  -0.871
C (0.934, -2.920, 1.324)  -0.725
N (-0.557, -1.229, -2.027)  -0.034
C (-1.585, 2.144, 1.994)  -0.285
H (1.157, -1.435, -5.478)  0.388
H (0.731, 2.824, -2.383)  0.196
H (-0.843, -3.717, 4.138)  0.671
H (3.333, 0.074, -1.846)  0.364
C (-1.186, -0.826, -3.127)  -0.282
H (2.337, -2.209, -3.394)  0.431
H (-0.930, 3.909, -3.762)  0.386
Si (1.929, 1.511, -0.363)  0.166

***

# 3
Here is a structure of composition C27H24F12N6O2PdS from the Open Molecules 2025 dataset. Energies are from wB97M-V/def2-TZVPD.

Summary:
- energy above the lowest of the compared OMol25 structures with the same formula, charge and spin (kcal/mol) = 30.3
- spin multiplicity = 5
- E_LUMO (spin up / spin down) (eV) = 0.063 / -3.600

Each line ends with the Mulliken spin population.
Positions of all 73 atoms, in Å:
H (-4.785, 0.557, 5.109)  0.011
C (2.766, -3.349, 1.586)  0.006
H (-0.043, 4.168, -3.045)  0.001
H (-5.955, 1.380, 4.076)  0.002
C (-0.521, 2.682, -1.589)  0.057
H (2.171, -2.453, 1.689)  -0.009
C (-0.830, 3.571, -2.602)  -0.044
C (0.919, 2.512, -1.076)  0.004
C (-0.131, -4.275, -2.267)  0.025
F (-3.582, -3.303, 1.854)  0.002
C (-3.899, 1.888, 2.454)  -0.054
C (2.981, -5.467, 0.360)  -0.005
C (-2.858, 2.072, -1.505)  0.154
N (2.223, -4.224, 0.540)  0.052
F (0.769, 4.747, -0.264)  -0.001
N (0.565, -4.601, -1.014)  0.017
H (2.734, -3.898, 2.527)  0.002
C (1.616, 3.906, -0.891)  0.019
H (-1.096, -3.825, -2.059)  -0.003
H (0.458, -3.581, -2.860)  -0.006
F (-1.731, -2.621, 3.480)  0.000
O (0.993, 1.907, 0.142)  0.220
F (-2.350, -3.829, 0.172)  0.001
C (-1.549, 1.911, -1.008)  -0.001
C (-2.132, 3.744, -3.074)  0.101
C (1.428, -3.773, -0.442)  -0.030
C (5.206, -1.193, -0.068)  0.002
C (-2.950, 1.967, 1.461)  0.157
F (0.932, 0.603, -2.538)  0.000
N (5.751, -2.112, -0.530)  0.025
H (-2.227, 4.296, -5.151)  0.010
C (-2.912, -2.784, 0.810)  0.021
N (-1.326, 0.981, -0.008)  0.721
N (4.610, -0.146, 0.469)  0.053
C (-5.251, 0.549, 4.119)  -0.004
F (-3.815, -2.244, -0.022)  -0.001
C (-1.833, -1.714, 1.190)  -0.019
H (-1.787, 5.619, -4.077)  0.003
H (2.891, -6.098, 1.244)  0.003
C (-1.005, -2.254, 2.415)  0.012
F (2.708, 3.783, -0.140)  0.000
C (-2.258, 0.828, 0.997)  0.027
F (1.991, 4.513, -2.039)  0.003
F (-0.153, -1.314, 2.832)  0.003
F (-0.265, -3.330, 2.050)  0.002
H (-5.804, -0.387, 4.027)  0.004
H (-2.683, 2.927, 1.039)  0.001
C (0.075, -5.799, -0.332)  -0.002
N (2.361, -0.061, 1.425)  0.079
H (-3.738, -1.403, 3.085)  0.000
C (1.672, 1.694, -2.199)  0.014
C (-2.536, -0.412, 1.621)  0.055
C (-2.424, 4.737, -4.169)  -0.010
H (-4.409, 2.788, 2.782)  0.001
H (-3.640, 1.440, -1.103)  -0.001
H (4.032, -5.210, 0.216)  0.001
H (-1.012, -5.810, -0.411)  0.001
O (-1.008, -1.606, 0.104)  0.194
F (2.853, 1.240, -1.772)  -0.001
Pd (0.599, -0.226, 0.239)  1.349
C (-3.502, -0.459, 2.614)  -0.046
S (1.580, -2.171, -1.059)  0.719
C (3.441, -0.100, 0.946)  0.034
C (-4.205, 0.666, 3.041)  0.113
H (0.348, -5.770, 0.719)  0.001
H (-3.467, 5.052, -4.150)  0.002
H (-0.269, -5.196, -2.832)  0.002
H (0.470, -6.707, -0.788)  0.002
F (1.876, 2.360, -3.343)  0.000
C (-3.141, 2.971, -2.510)  -0.050
H (2.639, -6.015, -0.513)  0.001
H (3.802, -3.082, 1.369)  0.001
H (-4.161, 3.075, -2.866)  0.000

***

# 4
Here is a structure of composition C27H24FGeN4O8STc at a distorted geometry from the Open Molecules 2025 dataset. Energies are from wB97M-V/def2-TZVPD.

Summary:
- energy above the lowest of the compared OMol25 structures with the same formula, charge and spin (kcal/mol) = 39.5
- spin multiplicity = 4
- charge = +3
- E_LUMO (spin up / spin down) (eV) = -10.952 / -12.217

Each line ends with the Mulliken spin population.
Positions of all 67 atoms, in Å:
C (0.917, -4.880, 2.656)  -0.008
H (1.336, -1.983, -3.716)  0.000
C (-4.173, 3.328, 3.690)  -0.001
H (-4.756, 3.813, 4.461)  0.000
H (-1.538, 1.416, -2.781)  -0.001
C (1.151, -0.823, 3.533)  0.015
H (0.351, -5.311, 4.681)  0.001
C (-3.904, -0.957, -3.219)  0.001
C (-2.975, 0.025, -3.534)  0.000
C (0.530, -4.536, 3.949)  0.026
O (1.907, 0.310, -0.452)  0.271
C (1.131, -3.860, 1.741)  0.036
C (-4.541, 2.106, 3.201)  0.000
H (4.472, 1.489, 0.143)  -0.006
O (0.980, -0.297, 4.712)  0.010
C (-2.258, 3.309, 2.117)  -0.001
N (1.152, 1.302, -2.308)  0.199
C (-3.408, -0.698, -0.883)  0.002
C (5.198, 3.873, -2.170)  -0.012
H (-3.604, -0.981, 0.146)  0.000
O (1.777, 1.866, -4.666)  0.023
O (0.043, -1.920, -0.788)  0.027
O (2.362, -2.794, 0.068)  -0.010
H (1.091, -5.918, 2.405)  0.000
C (-3.040, 3.950, 3.163)  0.000
N (0.907, -2.586, 2.078)  -0.066
H (3.958, 4.439, -3.846)  0.000
O (0.619, 3.557, -3.233)  0.027
C (-2.613, 2.077, 1.618)  0.001
N (-0.921, -2.581, -2.689)  0.011
S (1.566, 2.492, -3.399)  -0.013
H (-4.850, -2.082, -1.652)  0.000
H (-1.792, -2.639, -2.187)  0.000
C (-2.467, 0.294, -1.193)  -0.004
H (-2.827, 0.325, -4.563)  0.000
C (3.108, 2.881, -2.624)  -0.010
Ge (-1.584, 1.347, 0.129)  0.003
C (0.501, -3.196, 4.331)  -0.015
C (0.726, -2.242, 3.355)  0.020
H (-0.929, -2.743, -3.683)  -0.001
H (2.073, -1.499, -2.233)  -0.002
H (5.981, 4.579, -2.409)  0.000
H (6.240, 3.142, -0.464)  0.000
C (4.360, 2.133, -0.720)  -0.020
H (-0.537, 2.320, -0.367)  0.001
H (-4.482, -1.425, -4.005)  0.000
C (-2.249, 0.646, -2.526)  0.002
C (3.237, 2.060, -1.524)  -0.043
C (-3.766, 1.473, 2.151)  -0.002
H (1.382, 0.586, 4.777)  0.000
C (4.069, 3.802, -2.980)  0.006
H (-2.740, 4.928, 3.523)  0.000
C (5.344, 3.057, -1.062)  0.006
C (0.153, -2.111, -2.056)  0.003
H (-4.117, 0.524, 1.765)  0.000
H (0.360, -2.907, 5.364)  0.000
H (-5.427, 1.610, 3.579)  0.000
O (1.731, -0.280, 2.591)  0.014
C (-4.113, -1.328, -1.893)  0.001
C (2.056, 1.182, -1.414)  -0.011
Tc (1.209, -1.129, 0.646)  2.499
F (-0.418, 0.146, 1.081)  -0.005
H (-1.397, 3.837, 1.722)  0.000
O (2.296, -4.968, -0.136)  0.012
H (1.945, -5.790, 0.239)  -0.001
C (1.934, -3.884, 0.476)  0.008
N (1.275, -1.878, -2.716)  0.007

***

# 5
Here is a structure of composition C27H24FeLiO at a distorted geometry from the Open Molecules 2025 dataset. Energies are from wB97M-V/def2-TZVPD.

Summary:
- energy above the lowest of the compared OMol25 structures with the same formula, charge and spin (kcal/mol) = 0.0
- charge = -1
- E_LUMO (eV) = 2.423

Each line ends with the Mulliken charge.
Positions of all 54 atoms, in Å:
Fe (-1.290, 0.670, 3.271)  -0.250
H (3.128, 1.480, -0.084)  0.314
C (-1.419, 2.475, 2.424)  -0.177
H (1.087, -2.318, 0.520)  0.255
H (-3.707, 1.141, 4.563)  0.441
C (-1.734, -1.275, 3.150)  -1.010
C (2.609, -2.256, -1.016)  -0.196
C (-1.538, 0.125, -4.205)  -0.551
H (-1.704, 0.523, -5.198)  0.377
H (3.367, -2.352, -4.962)  0.256
C (0.358, -0.330, 3.611)  -0.676
C (-1.588, 1.951, 4.716)  -0.649
H (-0.527, 1.370, 0.102)  -0.320
C (3.444, -1.411, -1.813)  0.055
H (0.286, 2.929, 3.859)  0.415
C (-1.558, -1.793, -2.669)  -0.765
H (-1.860, -1.204, -0.594)  0.338
C (-1.193, -0.744, 1.922)  0.668
C (-2.840, 1.567, 4.070)  -0.723
C (-1.523, -0.910, -1.589)  -0.429
C (1.077, 0.398, 1.168)  -1.584
H (-2.667, -1.827, 3.268)  0.493
C (-0.711, 2.513, 3.693)  -0.599
C (1.836, -1.698, -0.006)  -0.829
H (-1.773, -1.945, -4.802)  0.353
C (-2.729, 1.888, 2.654)  -0.794
H (2.539, -3.337, -1.251)  0.220
C (-1.030, 2.428, -3.020)  -1.242
C (-0.689, 1.493, -0.966)  1.181
H (-1.608, -0.893, 0.944)  -0.451
C (-1.178, 0.447, -1.812)  0.385
H (-1.076, 3.113, -3.847)  0.389
C (-0.778, -0.997, 4.203)  -0.906
C (-1.262, 1.006, -3.145)  -0.006
C (-0.588, 2.696, -1.693)  -0.921
H (-1.067, 2.887, 1.484)  0.609
H (4.696, 0.365, -1.631)  0.375
H (-3.494, 1.755, 1.904)  0.478
C (1.961, -0.303, 0.320)  1.595
H (1.934, -2.196, -3.922)  0.121
H (1.232, 1.486, 1.194)  0.145
C (2.997, -2.514, -3.949)  -0.468
Li (1.028, -1.150, -2.006)  0.955
H (-1.351, 1.858, 5.779)  0.442
C (0.148, -0.173, 2.163)  1.945
C (3.804, -0.157, -1.277)  -0.373
H (3.100, -3.573, -3.677)  0.266
H (-0.211, 3.638, -1.280)  0.423
H (-1.656, -2.862, -2.504)  0.391
H (1.290, -0.079, 4.118)  0.477
C (2.993, 0.428, -0.350)  -0.921
C (-1.581, -1.261, -3.976)  -0.496
O (3.869, -1.723, -3.086)  -0.512
H (-0.855, -1.351, 5.229)  0.487

***

# 6
Here is the ion C27H25 with charge +1 at a distorted geometry from the Open Molecules 2025 dataset. Energies are from wB97M-V/def2-TZVPD.

Summary:
- charge = +1
- E_LUMO (eV) = -4.879

Each line ends with the Mulliken charge.
Positions of all 52 atoms, in Å:
C (0.099, 3.319, -0.308)  0.114
C (2.502, -1.824, 0.817)  -0.145
H (-1.193, 2.230, -4.181)  0.385
H (6.868, -2.534, 0.332)  0.317
H (1.550, -2.349, 0.770)  0.480
C (0.756, 0.850, -2.963)  -1.242
C (0.006, 2.010, -2.466)  0.869
C (4.974, -0.522, 0.962)  -0.983
H (-6.676, -2.516, 2.115)  0.322
H (-3.580, -3.827, 1.196)  0.298
H (-3.618, 1.131, 0.961)  0.346
H (-0.854, 5.135, 0.190)  0.375
C (2.555, -0.428, 0.727)  -0.511
C (1.305, 0.441, 0.481)  1.291
H (5.956, -3.783, 1.199)  0.346
C (-1.764, 3.735, -2.811)  -0.546
C (1.598, 0.387, -2.002)  -0.790
C (3.683, -2.562, 0.955)  -1.165
H (-5.945, -3.877, 1.238)  0.354
H (2.444, 1.837, -0.648)  0.747
H (0.598, 0.457, -3.966)  0.465
C (-6.107, -2.797, 1.219)  -1.372
H (-2.393, 5.320, -1.567)  0.369
H (0.063, -1.326, -0.126)  0.697
H (0.641, 3.379, 0.643)  0.412
C (6.183, -2.714, 1.170)  -1.393
H (3.646, -3.652, 1.000)  0.297
H (-6.741, -2.561, 0.353)  0.316
C (4.921, -1.920, 1.030)  1.091
H (6.731, -2.458, 2.085)  0.333
C (-1.677, 4.493, -1.642)  -0.403
H (-1.241, 1.212, 0.997)  0.326
H (-1.426, -2.561, 0.980)  0.384
C (-2.383, -0.627, 0.942)  0.480
H (2.248, -0.487, -2.052)  0.525
H (3.861, 1.301, 0.691)  0.397
C (-2.381, -2.039, 1.009)  -0.761
C (-1.162, 0.137, 0.803)  -0.355
C (0.021, -0.363, 0.392)  -0.969
H (1.187, 1.114, 1.346)  0.584
C (-3.623, 0.044, 1.005)  -0.765
C (1.511, 1.247, -0.752)  0.308
C (-0.805, 4.353, -0.575)  -0.704
C (3.800, 0.213, 0.786)  -0.483
C (-4.805, -2.062, 1.142)  1.043
H (-5.761, -0.131, 1.136)  0.391
C (-3.580, -2.739, 1.122)  -0.721
H (-2.534, 4.053, -3.522)  0.369
C (-0.989, 2.657, -3.197)  -0.657
H (5.932, -0.003, 1.031)  0.382
C (-4.811, -0.662, 1.096)  -0.594
C (0.413, 2.269, -1.140)  0.144

***

Number 1: energy -3363.615515 Ha. Number 2: energy -2805.527012 Ha. Number 3: energy -3246.641177 Ha. Number 4: energy -4519.089707 Ha. Number 5: energy -2389.641185 Ha. Number 6: energy -1043.574411 Ha.